(1)
Density functional theory data (ωB97M-V/def2-TZVPD) for a structure of composition C28H43BrGeI2N3O5Si3Ti in a non-equilibrium geometry.

The geometry in XYZ format:
```
87
Properties=species:S:1:pos:R:3
Ti -0.007 0.804 0.025
O 1.406 -0.364 0.677
N 2.095 0.012 1.680
N 1.860 1.260 1.957
O 0.946 1.933 1.309
C 2.621 1.934 2.935
C 2.359 3.274 3.183
C 3.122 3.954 4.117
C 4.132 3.312 4.816
C 4.364 1.963 4.577
C 3.617 1.268 3.645
H 1.565 3.758 2.635
H 2.922 5.003 4.295
H 4.730 3.852 5.538
H 5.141 1.442 5.122
H 3.795 0.220 3.453
C -2.146 -4.762 3.007
Si -1.777 -2.908 3.151
C -0.378 -2.826 4.432
C -3.300 -2.129 3.947
Ge -1.249 -1.968 0.996
Si -3.044 -2.343 -0.546
C -4.109 -3.829 -0.027
C -4.176 -0.840 -0.534
C -2.614 -2.724 -2.342
Si 0.700 -3.083 0.156
C -0.055 -4.794 -0.222
C 1.995 -3.475 1.470
C 1.529 -2.591 -1.448
H -2.512 -5.135 3.969
H -1.243 -5.321 2.750
H -2.893 -4.983 2.245
H -0.489 -1.951 5.075
H 0.609 -2.761 3.969
H -0.399 -3.722 5.059
H -3.461 -2.554 4.943
H -4.194 -2.312 3.346
H -3.184 -1.048 4.043
H -4.531 -3.707 0.973
H -3.516 -4.747 -0.024
H -4.934 -3.967 -0.732
H -4.507 -0.609 0.481
H -5.052 -1.004 -1.168
H -3.636 0.036 -0.898
H -1.899 -3.542 -2.436
H -2.184 -1.855 -2.839
H -3.528 -3.016 -2.868
H -0.474 -5.264 0.670
H 0.717 -5.458 -0.622
H -0.860 -4.733 -0.957
H 1.541 -3.963 2.335
H 2.510 -2.578 1.815
H 2.735 -4.158 1.045
H 0.839 -2.657 -2.292
H 2.347 -3.295 -1.633
H 1.960 -1.590 -1.441
O -0.642 -0.255 -1.511
H 0.041 -0.502 -2.145
H -1.422 0.919 -2.179
Br -3.271 8.489 -2.813
C -2.763 6.692 -2.442
C -2.953 5.728 -3.417
C -2.602 4.418 -3.136
C -2.063 4.096 -1.895
C -1.867 5.080 -0.931
C -2.215 6.391 -1.205
C -1.656 2.708 -1.581
O -1.866 1.808 -2.495
O -1.184 2.458 -0.473
H -3.358 5.999 -4.382
H -2.727 3.643 -3.878
H -1.432 4.804 0.019
H -2.054 7.171 -0.474
I 1.865 1.902 -1.944
I 4.540 0.641 -4.510
N -1.416 -0.080 1.168
C -1.563 0.656 2.334
C -0.814 0.440 3.503
C -0.980 1.237 4.625
C -1.918 2.262 4.634
C -2.680 2.482 3.489
C -2.507 1.701 2.359
H -0.060 -0.338 3.495
H -0.361 1.060 5.498
H -2.057 2.875 5.516
H -3.415 3.280 3.475
H -3.092 1.878 1.466
```

Summary:
- 2S+1 = 2
- charge = -2
- expectation value of S² = 0.76
- frontier orbital gap (alpha / beta) (eV) = 4.11 / 4.12
- energy relative to the best compared isomer or geometry (same formula, charge and spin) (kJ/mol) = 125.10
- largest force on an atom (hartree/bohr) = 0.0433

Löwdin atomic charge list, values in e, 5 entries: 0.624 -0.324 0.063 -0.185 -0.225

(2)
Density functional theory data (ωB97M-V/def2-TZVPD) for a structure of composition C28H43Cl2N2PRu in a non-equilibrium geometry.

The geometry in XYZ format:
```
77
Properties=species:S:1:pos:R:3
P 0.136 -0.700 -0.284
C 1.668 -0.138 -1.314
C 1.794 -0.531 -2.800
C 3.129 -0.121 -3.419
C 3.528 1.333 -3.133
C 3.138 1.864 -1.733
C 1.760 1.396 -1.265
C -1.277 0.111 -1.271
C -1.098 0.231 -2.792
C -2.324 0.753 -3.534
C -2.884 2.042 -2.903
C -2.864 2.100 -1.360
C -1.610 1.489 -0.689
C -0.065 -2.375 -1.192
C 1.185 -3.260 -0.984
C 1.047 -4.626 -1.660
C -0.287 -5.338 -1.482
C -1.495 -4.435 -1.693
C -1.439 -3.064 -1.013
H 2.521 -0.569 -0.751
H 1.027 0.007 -3.362
H 1.630 -1.597 -3.004
H 3.088 -0.302 -4.508
H 3.906 -0.801 -3.038
H 4.617 1.431 -3.256
H 3.048 1.979 -3.887
H 3.873 1.527 -0.986
H 3.168 2.963 -1.729
H 1.575 1.765 -0.244
H 0.993 1.823 -1.930
H -2.134 -0.559 -1.068
H -3.105 -0.024 -3.581
H -0.803 -0.714 -3.269
H -0.307 0.970 -2.977
H -2.035 0.947 -4.586
H -3.922 2.182 -3.246
H -2.290 2.888 -3.287
H -2.967 3.150 -1.041
H -3.745 1.569 -0.962
H -1.767 1.405 0.403
H -0.750 2.164 -0.833
H -0.077 -2.053 -2.249
H 2.097 -2.776 -1.385
H 1.379 -3.389 0.092
H 1.244 -4.484 -2.727
H 1.854 -5.261 -1.301
H -0.339 -5.758 -0.467
H -0.335 -6.184 -2.180
H -2.395 -4.943 -1.355
H -1.649 -4.272 -2.766
H -2.237 -2.448 -1.471
H -1.692 -3.145 0.056
Ru -0.076 -0.078 2.581
Cl -2.148 -1.084 2.418
Cl 2.141 0.296 2.000
C -0.436 1.318 3.736
H -0.809 1.092 4.748
C -0.417 2.764 3.522
C -1.061 3.676 4.413
C -1.219 4.995 3.999
C -0.713 5.446 2.759
C 0.030 4.560 1.952
C 0.207 3.234 2.348
H -1.415 3.292 5.372
H -1.742 5.719 4.620
H 0.475 4.894 1.023
H 0.823 2.522 1.795
H -0.875 6.477 2.438
N -0.727 -1.656 4.985
C -0.506 -2.017 6.267
C 0.772 -1.541 6.580
C 1.253 -0.875 5.441
N 0.346 -1.048 4.424
H -1.574 -1.710 4.408
H -1.268 -2.566 6.799
H 1.300 -1.648 7.517
H 2.128 -0.282 5.270
```

Summary:
- 2S+1 = 5
- expectation value of S² = 6.04
- frontier orbital gap (alpha / beta) (eV) = 6.30 / 6.96
- largest force on an atom (hartree/bohr) = 0.0933

Löwdin atomic charge list, values in e, 5 entries: 1.034 -0.428 -0.226 -0.193 -0.192

(3)
Density functional theory data (ωB97M-V/def2-TZVPD) for a cluster of 3 separate species, C28H43ClO9 in total in a non-equilibrium geometry.

The geometry in XYZ format:
```
81
Properties=species:S:1:pos:R:3
C 0.593 -0.960 -1.194
C -0.254 0.062 -2.147
C -1.852 -0.266 -1.977
C -2.532 1.044 -1.306
C -3.094 2.094 -2.101
C -3.723 3.411 -1.431
O -4.461 4.175 -2.103
C -3.365 3.776 0.086
C -2.812 2.723 0.869
Cl -2.347 3.146 2.589
C -2.567 1.236 0.283
O -2.379 0.315 1.113
O -0.052 1.382 -1.584
C 0.844 2.193 -2.379
C 1.301 3.413 -1.415
C 0.873 4.886 -1.609
C 1.378 5.931 -0.541
C 2.275 5.504 0.670
C 2.706 4.013 0.853
C 2.211 2.983 -0.202
H 1.627 -1.206 -1.625
H 0.790 -0.385 -0.208
H -0.018 -1.880 -0.894
H 0.024 -0.037 -3.253
H -2.336 -0.407 -3.020
H -2.022 -1.211 -1.349
H -3.068 1.940 -3.230
H -3.521 4.846 0.461
H 0.315 2.637 -3.313
H 1.726 1.577 -2.764
H 0.195 5.181 -2.475
H 1.031 7.016 -0.668
H 2.617 6.247 1.464
H 3.336 3.629 1.729
H 2.521 1.886 -0.023
C -2.092 -0.707 9.596
O -2.614 -1.248 8.397
C -4.001 -1.557 8.481
C -4.721 -1.227 7.178
O -4.890 0.170 6.931
C -3.712 0.915 6.613
C -3.096 0.574 5.258
O -2.435 -0.687 5.306
C -2.541 -1.415 4.094
H -2.007 -1.486 10.359
H -1.098 -0.308 9.381
H -2.715 0.117 9.960
H -4.478 -1.010 9.305
H -4.086 -2.630 8.684
H -5.736 -1.631 7.252
H -4.258 -1.722 6.325
H -2.980 0.848 7.418
H -4.032 1.960 6.576
H -2.342 1.326 5.000
H -3.880 0.581 4.492
H -3.581 -1.461 3.755
H -2.200 -2.434 4.283
H -1.910 -0.961 3.326
C 1.683 -3.573 -7.323
O 2.746 -2.794 -6.806
C 2.309 -1.772 -5.918
C 3.273 -1.607 -4.749
O 3.235 -2.670 -3.793
C 3.761 -3.929 -4.218
C 5.272 -3.941 -4.435
O 5.618 -3.254 -5.633
C 6.845 -2.551 -5.534
H 1.111 -2.997 -8.057
H 2.114 -4.448 -7.814
H 1.025 -3.926 -6.521
H 1.305 -1.990 -5.528
H 2.262 -0.839 -6.489
H 2.970 -0.711 -4.197
H 4.292 -1.424 -5.089
H 3.224 -4.300 -5.091
H 3.538 -4.625 -3.404
H 5.616 -4.976 -4.543
H 5.765 -3.493 -3.565
H 6.869 -1.931 -4.633
H 6.927 -1.894 -6.400
H 7.682 -3.255 -5.536
```

Summary:
- SMILES = C[C@@H](CC1=CC(=O)C=C(Cl)C1=O)OCc1ccccc1.COCCOCCOC.COCCOCCOC
- frontier orbital gap (eV) = 7.42
- largest force on an atom (hartree/bohr) = 0.0892

Löwdin atomic charge list, values in e, 5 entries: -0.033 -0.317 -0.060 -0.092 0.064

(4)
Density functional theory data (ωB97M-V/def2-TZVPD) for a structure of composition C28H43Ge2HfN2O2S2 in a non-equilibrium geometry.

The geometry in XYZ format:
```
80
Properties=species:S:1:pos:R:3
Hf 0.689 -1.189 -0.200
C 5.614 -1.324 1.926
C 4.165 -1.804 1.728
Ge 3.423 -0.843 0.253
C 3.304 -1.685 -1.524
C 4.623 -1.259 -2.200
C 4.029 0.962 0.187
C 3.190 1.989 0.090
Ge 1.353 1.479 0.169
C 0.450 1.602 1.897
C 0.488 3.062 2.401
C 0.144 1.463 -1.378
C -0.259 2.922 -1.702
C 3.534 3.426 -0.032
C 4.856 3.846 -0.204
C 5.159 5.192 -0.295
C 4.148 6.145 -0.223
C 2.829 5.749 -0.069
C 2.537 4.396 0.025
H 6.075 -1.911 2.720
H 5.659 -0.278 2.225
H 6.225 -1.457 1.031
H 3.563 -1.620 2.618
H 4.107 -2.869 1.496
H 2.451 -1.359 -2.144
H 3.205 -2.759 -1.381
H 4.676 -0.184 -2.368
H 4.683 -1.760 -3.167
H 5.493 -1.562 -1.615
H 5.100 1.152 0.241
H 0.960 0.946 2.602
H -0.574 1.248 1.784
H 1.504 3.440 2.501
H 0.021 3.084 3.388
H -0.074 3.738 1.757
H -0.758 0.880 -1.118
H 0.617 0.989 -2.245
H -0.760 3.406 -0.863
H -0.953 2.900 -2.543
H 0.608 3.513 -1.987
H 5.659 3.123 -0.278
H 6.186 5.507 -0.426
H 4.391 7.198 -0.291
H 2.041 6.489 -0.016
H 1.496 4.114 0.155
C -4.739 -1.076 -2.338
C -5.095 -1.981 -1.169
N -5.655 -1.270 -0.017
C -7.057 -0.794 -0.103
C -7.167 0.709 -0.296
C -4.990 -0.990 1.109
O -5.434 -0.391 2.072
C -3.555 -1.457 1.308
C -3.272 -2.140 2.501
C -1.959 -2.327 2.919
C -0.998 -1.762 2.123
N -1.227 -1.174 0.939
C -2.511 -1.023 0.528
H -4.250 -1.646 -3.130
H -4.081 -0.256 -2.030
H -5.630 -0.619 -2.768
H -4.229 -2.555 -0.837
H -5.841 -2.711 -1.484
H -7.564 -1.103 0.809
H -7.512 -1.330 -0.935
H -6.789 1.243 0.575
H -8.215 0.980 -0.428
H -6.623 1.040 -1.185
H -4.101 -2.494 3.103
H -1.703 -2.831 3.839
H 0.036 -1.777 2.458
H -2.678 -0.540 -0.426
C -0.931 -5.897 -1.716
O -0.090 -5.272 -0.657
C 0.248 -4.050 -0.656
S -0.238 -2.920 -1.866
S 1.285 -3.540 0.625
H -0.244 -6.323 -2.440
H -1.583 -5.153 -2.157
H -1.489 -6.666 -1.199
```

Summary:
- charge = +3
- frontier orbital gap (eV) = 4.66
- energy relative to the best compared isomer or geometry (same formula, charge and spin) (kJ/mol) = 111.84
- largest force on an atom (hartree/bohr) = 0.0600

Löwdin atomic charge list, values in e, 5 entries: 1.238 -0.132 -0.353 0.818 -0.393

(5)
Density functional theory data (ωB97M-V/def2-TZVPD) for a structure of composition C28H44BrN3P2Pt in a non-equilibrium geometry.

The geometry in XYZ format:
```
79
Properties=species:S:1:pos:R:3
C 1.884 3.726 -0.585
C 0.859 3.005 -1.266
C 0.910 2.911 -2.697
C 1.906 3.638 -3.356
N 2.849 4.308 -2.681
C 2.824 4.411 -1.348
C -0.099 2.341 -0.519
C -1.045 1.741 0.091
C -2.384 2.003 0.523
C -3.108 0.971 1.107
C -4.454 1.169 1.356
C -5.013 2.386 1.004
C -4.286 3.460 0.476
C -2.943 3.250 0.217
Pt -0.352 -0.335 0.046
P 1.962 -0.575 -0.507
H 0.163 2.348 -3.248
H 1.888 3.773 0.506
H 1.946 3.629 -4.451
H 3.589 5.017 -0.845
H -2.307 4.008 -0.250
H -2.610 0.027 1.333
H -4.769 4.408 0.276
H -5.059 0.399 1.814
C 2.603 -2.281 -0.180
C 3.792 -2.839 -0.964
H 1.746 -2.955 -0.309
H 2.842 -2.299 0.892
H 3.973 -3.874 -0.643
H 3.616 -2.874 -2.045
H 4.728 -2.298 -0.781
C 2.340 -0.269 -2.308
C 3.739 0.173 -2.757
H 1.621 0.501 -2.629
H 2.066 -1.186 -2.850
H 3.747 0.261 -3.855
H 4.013 1.162 -2.365
H 4.531 -0.547 -2.504
C 3.131 0.539 0.383
C 4.614 0.169 0.478
H 2.713 0.641 1.392
H 3.027 1.532 -0.076
H 5.143 0.950 1.041
H 4.782 -0.770 1.016
H 5.116 0.107 -0.494
Br -6.893 2.596 1.335
P -1.455 -1.493 -1.516
C -0.438 -2.499 -2.657
C -1.115 -3.736 -3.252
H 0.465 -2.795 -2.099
H -0.080 -1.834 -3.459
H -0.407 -4.274 -3.899
H -1.438 -4.432 -2.468
H -1.984 -3.473 -3.871
C -2.495 -2.609 -0.494
C -3.822 -3.056 -1.097
H -2.676 -2.067 0.448
H -1.870 -3.473 -0.222
H -4.349 -3.702 -0.382
H -4.475 -2.200 -1.309
H -3.684 -3.630 -2.022
C -2.519 -0.358 -2.487
C -3.065 -0.893 -3.814
H -1.911 0.544 -2.659
H -3.345 -0.032 -1.834
H -3.680 -0.122 -4.300
H -2.259 -1.156 -4.511
H -3.706 -1.774 -3.671
C 1.106 -0.644 5.068
N 0.118 0.119 4.290
C -1.019 0.730 5.000
C 0.188 0.155 2.996
N 0.427 0.104 1.840
H 0.858 -0.511 6.121
H 2.120 -0.271 4.872
H 1.066 -1.714 4.815
H -1.074 1.804 4.772
H -1.966 0.259 4.695
H -0.859 0.580 6.069
```

Summary:
- 2S+1 = 3
- charge = +2
- expectation value of S² = 2.03
- frontier orbital gap (alpha / beta) (eV) = 6.56 / 5.48
- energy relative to the best compared isomer or geometry (same formula, charge and spin) (kJ/mol) = 93.06
- largest force on an atom (hartree/bohr) = 0.0783

Löwdin atomic charge list, values in e, 5 entries: -0.006 -0.232 0.003 -0.101 0.094

(6)
Density functional theory data (ωB97M-V/def2-TZVPD) for a structure of composition C28H44FIN6O2S in a non-equilibrium geometry.

The geometry in XYZ format:
```
83
Properties=species:S:1:pos:R:3
O -1.526 -4.554 2.782
S -1.696 -3.189 2.027
O -0.353 -2.828 1.347
F -2.914 -3.450 0.822
N -2.307 -1.993 3.143
I -1.623 -2.266 5.069
C -2.113 -0.575 2.655
C -3.523 -0.109 1.896
C -4.839 -0.994 2.424
C -5.300 -1.061 4.021
C -6.577 -1.985 4.506
C -7.371 -2.829 3.309
C -6.943 -2.762 1.721
C -5.665 -1.833 1.245
H -1.156 -0.397 2.005
H -2.063 0.107 3.634
H -3.771 1.029 2.140
H -3.398 -0.199 0.726
H -4.625 -0.433 4.773
H -6.902 -2.065 5.652
H -8.284 -3.501 3.619
H -7.513 -3.381 0.885
H -5.322 -1.747 0.108
C 0.195 -0.851 -3.068
C 1.630 -1.101 -2.624
C 1.827 -2.465 -1.963
C 1.100 -2.581 -0.691
N 0.521 -2.676 0.310
H -0.491 -0.830 -2.215
H 0.122 0.115 -3.577
H -0.142 -1.627 -3.763
H 1.941 -0.300 -1.941
H 2.281 -1.040 -3.504
H 2.897 -2.613 -1.774
H 1.514 -3.261 -2.648
C 5.919 -4.437 -3.192
C 6.939 -3.310 -3.285
C 6.473 -2.020 -2.611
C 5.311 -1.424 -3.285
N 4.390 -0.955 -3.812
H 4.993 -4.186 -3.719
H 6.323 -5.348 -3.645
H 5.673 -4.658 -2.148
H 7.174 -3.123 -4.340
H 7.867 -3.641 -2.805
H 7.299 -1.298 -2.624
H 6.238 -2.212 -1.558
C 7.335 -6.502 2.014
C 5.887 -6.763 1.621
C 5.508 -6.145 0.275
C 5.547 -4.676 0.303
N 5.585 -3.516 0.321
H 7.528 -5.434 2.152
H 7.565 -7.008 2.957
H 8.022 -6.881 1.250
H 5.225 -6.385 2.411
H 5.731 -7.846 1.565
H 4.493 -6.467 0.013
H 6.172 -6.523 -0.510
C -2.973 5.192 2.387
C -2.662 5.170 0.896
C -3.904 4.988 0.024
C -4.534 3.674 0.215
N -5.036 2.639 0.369
H -3.392 4.239 2.724
H -2.058 5.374 2.959
H -3.687 5.987 2.626
H -1.935 4.373 0.692
H -2.181 6.117 0.627
H -3.614 5.092 -1.028
H -4.627 5.784 0.233
C -3.105 10.116 -2.707
C -1.670 9.867 -2.263
C -1.473 8.502 -1.602
C -2.200 8.386 -0.330
N -2.779 8.291 0.671
H -3.791 10.137 -1.854
H -3.178 11.082 -3.216
H -3.442 9.340 -3.402
H -1.359 10.667 -1.580
H -1.019 9.927 -3.143
H -0.403 8.354 -1.413
H -1.786 7.706 -2.287
```

Summary:
- frontier orbital gap (eV) = 6.02
- largest force on an atom (hartree/bohr) = 0.2142

Löwdin atomic charge list, values in e, 5 entries: -0.431 0.821 -0.318 -0.330 -0.764